Molecular formula: C12H20O
Method: DFT, ωB97M-V with the def2-TZVPD basis set

```
33
Properties=species:S:1:pos:R:3:forces:R:3
C -1.97515 1.16832 -1.16014 -4.651 0.764 3.407
C -2.39112 0.18001 0.04459 1.049 0.535 0.441
C -2.74932 1.02471 1.27013 0.299 1.977 -2.155
C -3.54625 -0.71886 -0.25432 -0.234 -0.116 -0.062
C -1.16801 -0.64472 0.31014 3.186 0.830 1.379
C -0.72322 -1.79662 -0.09869 0.360 -1.980 -0.069
O -0.24357 -2.85621 -0.34628 -0.786 1.764 0.215
C 0.11581 0.29213 0.80413 -0.727 0.454 1.455
C 1.63523 -0.01861 0.96661 -1.301 -0.992 -0.714
C 2.68993 0.98121 0.59241 1.383 -0.484 1.438
C 2.57374 -0.31063 -0.18813 1.460 0.272 0.954
C 2.17088 -0.21803 -1.63702 -2.878 -0.912 2.298
C 3.73342 -1.28787 0.10264 0.261 0.961 -2.019
H -1.63287 0.51008 -1.89554 0.909 -0.099 -1.603
H -1.37167 1.97494 -0.67485 -0.262 -0.737 -1.359
H -3.05843 1.60036 -1.33932 2.325 -0.356 -0.560
H -1.93545 1.79316 1.29471 -1.018 -0.375 0.858
H -3.75229 1.52849 1.13935 1.087 -0.467 0.062
H -2.77629 0.38768 2.09323 0.036 -0.726 1.742
H -3.93265 -1.36196 0.58212 0.496 0.942 -0.542
H -3.16392 -1.37647 -1.00674 -0.526 -0.668 -0.938
H -4.28891 -0.01854 -0.62682 -0.698 -0.615 -0.226
H -0.12591 0.76961 1.81199 -0.160 -0.901 -1.127
H -0.10748 1.08171 0.10329 1.137 0.404 -0.081
H 1.92937 -0.55825 1.88153 -0.615 0.118 -0.487
H 2.45767 1.89767 0.11561 -0.460 0.729 -0.409
H 3.54670 1.07238 1.34556 -1.241 -0.111 -1.229
H 1.82458 -1.24093 -1.89007 0.141 0.698 -0.544
H 1.32200 0.49321 -1.65506 0.241 -0.424 -0.510
H 2.93586 0.14672 -2.22598 1.659 0.503 -1.382
H 4.66753 -0.65067 0.22463 -0.740 -1.234 -0.732
H 3.74367 -2.08861 -0.71362 0.531 1.116 1.135
H 3.59609 -1.75540 1.02991 -0.263 -0.872 1.362
```
Positions in Å, forces in eV/Å.

Computed properties:
* total energy: -544.3412 Eh
* total charge: 0
* E_HOMO: -8.408 eV
* SMILES string: CC(C)(C)C(=C=O)C[C@@H]1CC1(C)C
* Kohn-Sham gap: 9.16 eV

These are the Mulliken partial charges, in e, on atoms 1 to 2: atom 1 (C): -1.468, atom 2 (C): 1.668

Molecular formula: C5H13N2Si
Method: DFT, ωB97M-V with the def2-TZVPD basis set

```
21
Properties=species:S:1:pos:R:3:forces:R:3
C 1.94877 1.02819 -1.09293 -1.517 0.585 2.173
C -1.37003 0.36393 -1.56550 0.768 0.445 1.012
C -1.76459 0.32705 1.72003 0.947 -1.093 0.065
C -0.12376 -2.09146 0.13869 0.313 1.975 -0.669
C 1.27397 0.99359 0.40946 -2.129 1.038 -4.678
N 2.37213 -0.63651 1.75795 -1.248 1.250 -0.345
N 1.79088 0.17639 1.23482 3.156 -3.195 2.391
Si -0.91564 -0.34893 0.13929 1.028 0.206 0.981
H 2.44215 0.12136 -1.39511 0.876 -0.117 0.519
H 2.45838 1.98536 -1.14414 0.692 -0.394 -0.176
H 1.14985 1.08155 -1.79983 -0.665 0.276 -0.328
H -1.12200 -0.37141 -2.31442 0.613 -0.200 -0.313
H -2.44756 0.46600 -1.71331 0.084 0.655 0.347
H -0.73790 1.31362 -1.69398 -1.500 -1.255 -0.062
H -2.22669 1.27312 1.51688 -0.594 0.290 -0.098
H -2.44641 -0.47434 1.96063 -1.259 -0.169 -0.511
H -1.36996 0.34903 2.76240 0.971 0.301 -1.051
H 0.37128 -2.40057 1.03649 1.072 0.669 0.619
H -0.64201 -2.98863 0.03152 -2.155 -1.132 -0.636
H 0.50014 -2.09212 -0.76938 0.389 0.050 0.522
H 0.85899 1.92477 0.78044 0.159 -0.186 0.237
```
Positions in Å, forces in eV/Å.

Computed properties:
* total energy: -596.9771 Eh
* total charge: +1
* E_HOMO: -13.761 eV
* Kohn-Sham gap: 9.73 eV

These are the Mulliken partial charges, in e, on atoms 1 to 2: atom 1 (C): -0.860, atom 2 (C): -1.009

Molecular formula: C4H8O2
Method: DFT, ωB97M-V with the def2-TZVPD basis set

```
14
Properties=species:S:1:pos:R:3:forces:R:3
C -1.01615 1.37401 -0.04351 -0.022 0.290 0.263
C -0.58439 -0.00722 -0.31909 0.872 0.734 -0.365
O -1.19822 -0.55106 -1.53658 -0.513 0.262 1.168
C 0.57039 -0.66053 -0.07536 -0.503 0.616 0.196
C 1.43980 -0.39876 1.12201 0.061 -0.055 -0.183
O 0.88131 -1.55391 -1.01687 -1.113 -0.049 -0.949
H -0.66783 1.69202 0.93758 -0.016 0.139 0.004
H -2.10084 1.50027 -0.09481 0.112 -0.062 0.085
H -0.56258 2.01873 -0.80812 -0.175 0.132 0.174
H -1.67975 -1.11483 -0.91033 -1.004 -0.828 -1.308
H 2.34152 0.15258 0.83843 -0.043 -0.097 -0.031
H 1.75732 -1.33020 1.60029 -0.081 0.058 -0.159
H 0.89596 0.19565 1.86686 0.106 -0.163 -0.267
H 0.00034 -1.31018 -1.69135 2.320 -0.978 1.372
```
Positions in Å, forces in eV/Å.

Computed properties:
* total energy: -307.6226 Eh
* total charge: 0
* E_HOMO: -8.147 eV
* SMILES string: C/C(O)=C(\C)O
* Kohn-Sham gap: 8.92 eV

These are the Mulliken partial charges, in e, on atoms 1 to 2: atom 1 (C): -1.049, atom 2 (C): 0.289

Molecular formula: C39H28ILuN8O2
Method: DFT, ωB97M-V with the def2-TZVPD basis set

```
79
Properties=species:S:1:pos:R:3:forces:R:3
Lu -0.88476 -0.28176 0.28184 0.560 0.495 0.576
C -1.76815 -4.77891 1.76249 0.365 -0.821 -0.048
C -1.95413 -3.42699 1.66419 -2.075 0.977 0.062
N -1.02380 -2.53054 1.58564 1.094 1.117 -0.368
C 0.26190 -2.93432 1.62204 1.363 -1.165 0.408
C 0.60589 -4.32917 1.69863 0.632 0.866 -0.148
C -0.46644 -5.22200 1.72308 -0.777 -1.289 0.451
C 1.98278 -4.74201 1.68727 0.065 0.965 -0.278
C 2.97117 -3.77153 1.57032 -0.017 -1.704 -0.484
C 2.64389 -2.42084 1.61440 -0.390 0.804 -0.614
C 1.33559 -1.95090 1.63484 -0.172 -1.666 0.341
N 0.91101 -0.67872 1.66481 -0.420 1.388 -0.359
C 1.64944 0.34893 2.14559 -0.828 2.140 0.480
C 2.87460 0.35198 2.78918 -0.778 -0.739 -0.563
C 3.41847 1.50090 3.32427 0.809 1.032 1.353
C 2.80018 2.71495 3.37082 0.990 -1.473 -0.385
C 1.60928 2.78057 2.71624 -1.674 1.916 -0.361
C 0.96922 4.03089 2.55071 1.315 0.909 0.097
C -0.14662 4.16744 1.81462 -0.612 1.203 1.055
C -0.76891 2.99706 1.48286 -2.194 -1.850 -1.730
N -0.23109 1.79990 1.56551 0.543 -0.106 0.228
C 1.00197 1.69411 2.13979 -0.310 -2.653 -0.923
H -2.66127 -5.40275 1.83580 0.577 -0.092 -0.074
H -2.98939 -3.04376 1.64838 0.441 -0.155 0.138
H -0.30872 -6.30359 1.76916 0.281 0.346 -0.061
H 2.22079 -5.79514 1.69185 -0.011 -0.066 -0.063
H 4.01855 -4.07319 1.30322 -1.060 0.304 0.730
H 3.41313 -1.68612 1.45471 0.231 -0.066 0.034
H 3.33451 -0.59299 2.93601 0.667 -0.281 0.207
H 4.35692 1.45779 3.83160 0.664 -0.408 0.164
H 3.18676 3.61555 3.74275 0.891 0.799 0.699
H 1.44945 4.93808 2.92735 0.031 -0.371 0.098
H -0.63729 5.13474 1.71576 0.096 -0.307 -0.220
H -1.78404 2.97029 1.05014 0.510 0.270 0.198
I -2.64228 1.90280 -1.87764 0.253 -0.100 0.110
C -4.23133 1.88371 -0.51889 -0.807 0.455 0.431
C -5.36163 2.60462 -0.83716 1.174 -0.433 -0.195
C -6.50403 2.53561 -0.03924 0.200 -0.929 0.825
C -6.51444 1.79324 1.09414 2.617 -0.876 -0.307
C -5.29902 1.12737 1.52633 -0.569 1.306 -0.496
C -5.30529 0.51866 2.79122 -0.190 -1.048 0.067
C -4.18559 -0.16055 3.22332 -0.458 0.604 -0.044
C -3.03626 -0.04871 2.42276 0.161 -0.126 -0.616
C -2.91966 0.54624 1.16268 -0.668 -0.243 0.597
C -4.11369 1.16933 0.71866 -0.438 -0.066 0.004
H -5.38198 3.20867 -1.72059 -0.015 0.122 -0.442
H -7.40148 2.95239 -0.36306 -1.271 0.960 -0.599
H -7.34946 1.55975 1.68039 -1.385 0.248 0.634
H -6.27141 0.51656 3.30401 0.448 -0.104 0.151
H -4.14771 -0.76004 4.14311 -0.128 0.482 -0.342
H -2.17358 -0.53693 2.81398 0.776 -0.408 0.379
N -2.66126 -1.65357 -0.68602 -0.347 0.052 0.135
N -2.17265 -2.74466 -1.44393 -1.015 0.027 -0.970
C -0.79493 -2.59893 -1.83941 -2.791 0.452 -0.207
O -0.44893 -3.22597 -2.78713 1.309 -1.517 -1.650
O -0.19661 -1.72426 -1.17533 1.828 1.366 0.992
H -3.14400 -2.05651 0.10853 -0.375 0.523 -0.109
H -3.27427 -0.98953 -1.18512 0.269 -0.692 0.135
H -2.80125 -2.98801 -2.23978 1.006 0.085 0.937
N 5.69784 -0.36613 -8.35127 0.100 0.307 0.959
C 5.40596 -0.02050 -7.28638 -0.614 -0.052 -0.318
C 4.79295 0.38868 -6.03113 -0.466 -0.284 1.281
C 4.33363 -0.58462 -5.09480 0.822 -0.106 -2.403
C 3.62504 -0.23815 -3.98821 -0.461 0.150 1.354
C 3.34940 1.07861 -3.68973 0.818 0.555 -1.675
C 3.87674 2.08360 -4.56604 -0.979 -0.917 1.856
C 4.57094 1.73676 -5.70514 0.440 -0.148 -0.825
N 2.51306 1.32916 -2.58167 0.459 -0.013 0.784
C 2.52351 2.46730 -1.82286 -1.249 1.086 1.096
C 1.50163 2.39222 -0.90034 1.039 -2.383 -1.748
N 0.95466 1.09891 -1.05095 -1.005 0.970 1.663
C 1.59283 0.49496 -1.97839 0.323 -0.509 -1.766
H 4.49122 -1.61402 -5.39682 0.003 -0.062 0.440
H 3.26643 -0.90276 -3.21297 0.211 -0.762 -0.546
H 3.71526 3.09204 -4.23760 -0.002 0.522 -0.451
H 4.93272 2.49383 -6.40961 -0.175 -0.142 0.476
H 3.27344 3.21903 -1.90699 0.221 0.348 -0.383
H 1.16203 3.00806 -0.11559 -0.001 0.761 0.370
H 1.36257 -0.52620 -2.26515 0.125 0.219 -0.221
```
Positions in Å, forces in eV/Å.

Computed properties:
* total energy: -3624.8653 Eh
* total charge: 0
* E_HOMO: -6.855 eV
* Kohn-Sham gap: 6.61 eV

These are the Mulliken partial charges, in e, on atoms 1 to 2: atom 1 (Lu): 1.748, atom 2 (C): -1.423